No. 1
8
Properties=species:S:1:pos:R:3 method="wB97M-V/def2-TZVPD" total_energy_ev=-8270.42995 max_force_ev_per_a=1.21 gap_ev=10.426 lumo_ev=-0.650 total_charge=0
O -1.182 -1.838 -1.536
O 1.561 0.608 0.537
C 0.515 1.158 0.756
C -0.429 -1.088 -0.972
C -0.909 0.525 1.055
C -0.868 -0.135 0.012
H 0.413 2.243 0.769
H 0.674 -1.076 -1.092


No. 2
53
Properties=species:S:1:pos:R:3 method="wB97M-V/def2-TZVPD" total_energy_ev=-32836.88760 max_force_ev_per_a=2.94 gap_ev=6.383 lumo_ev=0.045 total_charge=0
Sr -0.293 -0.288 1.071
P 1.052 2.765 -0.927
N 1.024 -1.775 -1.071
C -1.599 -2.159 2.351
C -2.023 1.729 -3.198
C -0.969 -1.582 3.496
C -1.227 -0.196 3.814
C 1.599 4.232 -0.054
C -2.595 0.588 -3.749
C -2.420 -0.647 -3.136
C -1.305 1.663 -1.996
C -0.520 0.448 4.820
C 0.692 -1.596 5.300
C -0.077 -2.744 -1.291
C 0.034 -2.250 4.265
C 2.075 -2.262 -0.153
C 2.076 2.415 -2.354
C -1.488 -2.116 -1.355
C -1.117 0.437 -1.380
C 0.394 -0.263 5.607
C -0.666 2.940 -1.481
C 1.574 -1.224 -2.306
C -1.614 -0.728 -1.972
H 2.665 -3.083 -0.619
H 1.764 5.070 -0.744
H -1.945 -2.194 -0.341
H -3.184 0.669 -4.654
H 0.295 2.064 1.038
H -1.366 -3.199 2.113
H 2.340 -0.473 -2.051
H 2.049 -2.008 -2.930
H 2.298 3.344 -2.932
H -1.245 3.292 -0.607
H 0.270 -3.275 3.959
H 1.592 -2.649 0.782
H 0.140 -3.326 -2.206
H 1.407 -2.171 5.901
H -2.170 2.717 -3.632
H -2.000 0.370 3.260
H -0.677 3.741 -2.228
H 0.863 4.482 0.729
H -2.847 -1.559 -3.574
H -0.691 1.505 5.031
H 0.870 1.706 0.705
H -2.554 -1.763 1.989
H 0.783 -0.721 -2.886
H 0.909 0.203 6.443
H 1.627 1.652 -3.018
H -2.072 -2.832 -1.953
H 2.757 -1.418 0.097
H -0.045 -3.456 -0.446
H 2.539 3.938 0.448
H 3.022 1.986 -1.977


No. 3
51
Properties=species:S:1:pos:R:3 method="wB97M-V/def2-TZVPD" total_energy_ev=-42105.21181 max_force_ev_per_a=0.70 gap_ev=8.873 lumo_ev=0.549 smiles="CCOC(=O)c1sc(NC(=O)CN(CC)CC)c(C(=O)OCC)c1C" total_charge=0
S -2.146 -0.878 0.571
O 0.900 2.416 0.252
O -5.637 0.792 0.064
O -0.109 -2.352 0.887
O -4.846 -1.273 0.495
O -0.783 3.856 -0.076
N 0.432 -0.176 0.653
N 3.014 -0.848 0.175
C 2.734 -2.454 -1.790
C 0.741 -1.488 0.835
C -0.857 0.254 0.488
C -3.448 2.898 -0.101
C -6.614 -2.124 -0.948
C -0.417 2.725 0.126
C 1.814 3.505 0.122
C -1.285 1.555 0.256
C -3.296 0.405 0.296
C 5.296 -1.927 0.512
C 2.227 -1.741 1.001
C -6.169 -1.801 0.472
C 4.389 -0.697 0.616
C 2.820 -1.020 -1.260
C -2.707 1.635 0.145
C -4.706 0.044 0.260
C 3.222 2.944 0.157
H 1.180 0.508 0.586
H 4.828 0.119 0.036
H 2.698 -2.426 -2.876
H 4.866 -2.773 1.043
H 4.352 -0.374 1.662
H -6.662 -1.211 -1.537
H -5.910 -2.809 -1.414
H 3.360 2.231 -0.651
H -4.515 2.707 -0.141
H -3.116 3.345 -1.037
H 5.457 -2.205 -0.526
H 1.890 -0.506 -1.534
H 2.409 -2.811 0.825
H -3.227 3.617 0.686
H 1.642 4.212 0.941
H 2.468 -1.535 2.050
H -6.125 -2.703 1.086
H 3.402 2.436 1.101
H -6.849 -1.072 0.924
H 3.641 -0.500 -1.759
H 3.595 -3.046 -1.492
H 1.613 4.025 -0.821
H 6.262 -1.700 0.956
H 1.831 -2.944 -1.436
H 3.939 3.752 0.047
H -7.598 -2.583 -0.927


No. 4
52
Properties=species:S:1:pos:R:3 method="wB97M-V/def2-TZVPD" total_energy_ev=-46288.81744 max_force_ev_per_a=2.41 gap_ev=3.174 lumo_ev=-5.352 total_charge=+1
S -2.547 -4.483 1.812
S -3.500 -2.940 4.201
N 0.356 1.595 1.835
N -0.297 1.746 -0.178
N 0.118 2.476 0.873
C -1.428 -2.517 -2.843
C -1.941 3.338 -1.038
C -2.375 -2.051 -1.926
C 0.421 3.319 -1.901
C 0.793 2.112 3.141
C -2.770 -3.068 2.691
C -0.416 2.205 4.046
C 0.034 0.298 1.467
C 0.243 -1.104 -1.815
C 1.474 3.435 2.860
C -0.112 -2.044 -2.775
C 0.113 -0.824 2.286
C -4.916 -4.094 4.082
C -4.528 -5.465 3.555
C -0.347 0.417 0.116
C -0.701 -0.607 -0.880
C -4.084 -5.434 2.104
C -2.016 -1.120 -0.960
C -0.736 2.475 -1.389
H 0.096 3.866 -2.797
H -4.853 -5.018 1.443
H -0.892 1.224 4.139
H 1.273 2.684 -2.173
H -1.006 1.707 -2.117
H 1.271 -0.744 -1.759
H 0.507 -0.717 3.288
H -1.714 -3.242 -3.605
H -0.148 -1.786 1.857
H 0.742 4.038 -1.138
H -2.774 2.714 -0.692
H -2.300 -2.170 2.296
H 0.806 4.104 2.313
H 2.368 3.280 2.249
H 1.797 3.919 3.783
H -5.689 -3.614 3.471
H -1.142 2.913 3.628
H -2.267 3.890 -1.930
H -5.284 -4.171 5.113
H 0.629 -2.417 -3.486
H -1.680 4.053 -0.248
H -3.837 -6.446 1.760
H 1.501 1.392 3.554
H -0.133 2.545 5.045
H -5.400 -6.121 3.632
H -2.748 -0.764 -0.237
H -3.733 -5.887 4.176
H -3.404 -2.416 -1.976


No. 5
22
Properties=species:S:1:pos:R:3 method="wB97M-V/def2-TZVPD" total_energy_ev=-13387.81241 max_force_ev_per_a=8.70 gap_ev=8.251 lumo_ev=-4.790 total_charge=+1
N 0.074 -1.936 -0.254
N 1.610 -0.143 -0.108
N 1.808 1.172 -0.031
N -0.829 0.483 -0.232
C -2.147 0.129 -0.498
C 0.356 -0.631 -0.182
C -3.068 0.167 0.761
C 2.818 -0.823 0.037
C -3.147 1.150 -0.264
C 3.122 1.325 0.227
C 3.837 0.076 0.282
H -0.697 -2.463 0.266
H 4.914 -0.018 0.332
H 0.828 -2.643 -0.378
H -2.657 2.161 0.020
H -2.626 0.356 1.753
H 3.576 2.250 0.157
H -3.932 1.260 -1.014
H -3.820 -0.662 0.825
H -2.217 -0.592 -1.313
H 2.707 -1.936 0.142
H -0.510 1.316 -0.526


No. 6
13
Properties=species:S:1:pos:R:3 method="wB97M-V/def2-TZVPD" total_energy_ev=-9373.73504 max_force_ev_per_a=2.33 gap_ev=9.861 lumo_ev=0.758 smiles="O=C1CO[C@H]2C[C@@H]12" total_charge=0
O 1.046 -1.964 0.937
O -1.368 -0.148 -0.806
C 1.015 0.186 -0.098
C 0.439 -1.033 0.462
C -1.084 -0.983 0.312
C 0.242 1.444 0.077
C -0.320 0.714 -1.072
H -1.519 -0.613 1.253
H 0.527 0.297 -1.675
H -1.497 -1.969 0.106
H 2.084 0.220 -0.319
H 0.770 2.353 -0.170
H -0.334 1.495 0.994


No. 7
21
Properties=species:S:1:pos:R:3 method="wB97M-V/def2-TZVPD" total_energy_ev=-10526.58760 max_force_ev_per_a=6.34 gap_ev=9.203 lumo_ev=0.783 total_charge=0
O 2.336 -0.361 0.794
C -0.113 0.522 -0.765
C -1.418 0.015 0.072
C 1.303 -1.087 0.246
C -2.401 -1.079 -0.654
C 2.075 0.060 -0.496
C -2.386 0.867 0.723
C 0.018 -0.271 0.601
C 1.225 1.301 -0.562
H 2.791 -0.361 -1.100
H 1.445 1.977 -1.513
H 0.340 0.162 1.542
H -2.662 -1.882 0.008
H 1.347 -2.067 0.079
H -2.210 0.485 2.076
H -3.679 0.544 0.310
H 1.235 1.768 0.465
H -2.004 2.257 0.653
H -1.833 -1.173 -1.800
H -3.518 -0.432 -0.742
H 0.234 -0.349 -1.313


No. 8
9
Properties=species:S:1:pos:R:3 method="wB97M-V/def2-TZVPD" total_energy_ev=-20677.81044 max_force_ev_per_a=2.63 gap_ev="9.008 / 9.004" lumo_ev="0.163 / 0.217" total_charge=0
Cl 1.928 -0.814 0.297
O -2.107 -1.028 0.731
O -1.138 1.455 0.101
N -0.982 -0.744 0.333
N -0.448 0.430 0.067
C 0.918 0.453 -0.410
H 1.521 1.383 -0.126
H 0.729 0.400 -1.515
H -0.420 -1.535 0.522


No. 9
18
Properties=species:S:1:pos:R:3 method="wB97M-V/def2-TZVPD" total_energy_ev=-21202.90392 max_force_ev_per_a=5.27 gap_ev=8.047 lumo_ev=0.031 smiles="NC(=S)c1ccc(N)cc1" total_charge=0
S -3.338 -1.237 -0.459
N -2.867 1.283 0.294
N 3.220 -0.508 -0.361
C -0.338 -1.205 0.183
C 0.974 -1.499 0.231
C -0.132 1.095 -0.485
C -0.917 0.024 -0.134
C 1.777 -0.421 -0.131
C 1.296 0.921 -0.347
C -2.327 0.112 -0.181
H -1.100 -1.990 0.431
H -2.215 1.788 0.746
H 3.662 0.359 0.079
H 1.343 -2.551 0.433
H 3.323 -1.341 0.163
H -0.537 2.084 -0.619
H 2.058 1.622 -0.557
H -3.880 1.466 0.712


No. 10
84
Properties=species:S:1:pos:R:3 method="wB97M-V/def2-TZVPD" total_energy_ev=-62457.83325 max_force_ev_per_a=16.25 gap_ev=6.607 lumo_ev=-2.814 smiles="O=C1C=CC(=O)C=C1.O=C1C=CC(=O)C=C1.O=C1C=CC(=O)C=C1.O=C1C=CC(=O)C=C1.O=C1C=CC(=O)C=C1.CC(C)O.CC(C)O" total_charge=0
O 5.188 3.476 2.566
O -3.981 2.288 -5.604
O 4.397 -6.332 2.190
O -2.419 -6.019 1.473
O 0.935 -3.580 5.090
O -0.597 2.109 -2.932
O 0.381 2.081 0.550
O 2.784 2.929 -2.058
O -1.372 -3.155 -1.605
O -6.278 1.655 -0.561
O -1.600 -0.028 2.886
O 2.609 -1.182 1.296
C 4.132 3.315 1.881
C -4.456 2.138 -4.482
C 0.017 -1.235 -1.272
C -5.306 0.820 -4.192
C 1.738 3.947 1.129
C -0.829 -6.256 3.242
C -0.237 -3.414 2.903
C 3.435 -2.785 2.869
C 3.997 2.004 1.326
C 3.955 -5.222 1.933
C -4.946 2.982 -2.186
C -2.089 1.853 1.381
C -1.430 1.425 2.601
C 2.889 -2.414 1.503
C -1.896 -1.303 -2.980
C 2.654 1.543 0.728
C 0.175 1.584 2.722
C 3.219 4.378 1.646
C 0.425 -4.183 4.118
C -1.539 0.079 -3.438
C -5.683 1.803 -1.689
C -0.675 0.898 -2.674
C -5.727 0.765 -2.693
C 2.670 -3.520 0.545
C 0.234 0.196 -1.763
C 1.459 2.593 -2.632
C 3.266 -4.853 0.705
C -1.373 -3.961 2.080
C 1.725 1.863 -4.019
C 4.120 -4.195 3.056
C 0.598 3.853 -2.765
C -1.111 -1.979 -1.911
C -4.224 2.999 -3.360
C 0.164 -5.578 4.089
C 1.510 2.493 0.758
C -1.660 -5.514 2.265
H 0.336 2.669 2.642
H 2.581 0.663 0.556
H 0.403 -1.625 -0.460
H -1.630 -3.311 1.150
H 4.944 1.427 1.362
H -0.076 -2.391 2.679
H 1.035 1.764 -2.021
H -3.590 4.040 -3.792
H -0.301 3.526 -3.115
H -1.857 2.162 3.371
H -5.477 -0.021 -4.879
H 3.367 -2.118 3.808
H -6.257 -0.266 -2.471
H 0.921 0.764 -1.114
H -2.085 0.566 -4.161
H 0.272 4.258 -1.940
H 4.667 -4.512 4.052
H 3.415 5.446 1.855
H 2.415 -3.071 -0.500
H -3.061 2.071 1.621
H 0.481 1.275 1.807
H 1.131 4.755 -3.216
H -2.199 1.290 0.599
H -2.706 -1.902 -3.468
H 1.674 2.399 -4.968
H -4.791 3.827 -1.517
H 2.759 1.612 -3.937
H 0.691 -6.308 4.833
H -2.481 -0.341 2.843
H -0.800 -7.284 3.233
H 2.576 3.180 -1.149
H 2.994 -5.627 -0.068
H 0.893 1.024 3.346
H -1.733 2.838 1.356
H 1.055 4.799 1.248
H 1.188 1.062 -4.301


No. 11
112
Properties=species:S:1:pos:R:3 method="wB97M-V/def2-TZVPD" total_energy_ev=-172634.50186 max_force_ev_per_a=2.23 gap_ev="4.484 / 4.443" lumo_ev="3.542 / 3.542" s2=8.87 spin_multiplicity=6 total_charge=-2
Sm 0.236 0.176 -0.927
Cl 7.956 -2.339 4.175
Cl 2.094 9.787 0.765
Cl -5.805 1.740 -7.488
Cl -2.508 2.973 5.646
Cl -4.367 -2.996 -6.535
S 0.420 -4.249 0.202
O 1.994 -1.210 -1.809
O -0.051 -1.290 -2.681
O 0.669 -5.088 1.369
O 0.229 -4.061 -2.993
N -0.622 2.349 -1.204
N -2.528 -2.693 1.960
N 1.729 1.615 0.419
N -0.236 -2.894 0.286
N 1.401 1.415 -3.051
N -2.045 0.137 -0.332
N -4.105 -5.136 5.319
N -6.478 -4.713 1.567
N 0.592 -0.887 1.079
C 0.423 6.140 0.721
C -2.306 1.690 4.469
C -1.003 4.562 -1.655
C -2.844 -0.500 3.682
C -3.189 -1.072 -1.873
C -0.805 -3.767 -3.854
C 1.557 -2.038 2.832
C -2.977 -3.304 -5.511
C -3.125 -4.065 -4.362
C -2.046 -4.312 -3.523
C -2.334 -1.087 0.186
C -0.659 -3.012 -5.011
C -1.916 3.845 -2.364
C -1.286 0.850 2.474
C 0.653 7.488 0.974
C 6.045 -0.447 3.773
C 1.022 3.919 -0.286
C -2.223 -5.113 -2.257
C 5.734 -2.529 2.618
C 1.786 8.087 0.452
C 2.674 7.364 -0.321
C 4.875 0.037 3.199
C -3.041 -1.865 -0.716
C 2.423 6.017 -0.565
C -2.495 1.366 -2.441
C 2.870 -0.227 1.652
C -5.389 1.029 -4.891
C 0.325 -2.532 2.725
C 3.293 3.249 0.644
C -2.571 0.159 -1.612
C -5.519 -4.459 2.156
C -0.167 3.613 -0.942
C -0.295 -1.954 1.470
C -3.332 1.478 -3.649
C -3.352 -3.356 2.400
C -4.336 -4.166 2.923
C 1.067 -1.814 -2.426
C -1.802 -1.476 1.568
C -2.853 2.126 -4.798
C -1.688 2.448 -2.064
C 4.574 -2.022 2.040
C -3.606 2.226 -5.963
C -1.747 -2.777 -5.844
C -4.629 0.945 -3.730
C 6.469 -1.728 3.470
C 1.974 2.959 0.223
C -4.196 -4.705 4.252
C 1.303 5.370 -0.046
C -3.016 0.516 4.618
C 2.849 1.074 1.012
C -1.980 -0.356 2.605
C 1.370 -3.202 -2.950
C 3.851 2.063 1.101
C 1.749 -1.019 1.788
C -1.440 1.866 3.404
C 4.117 -0.726 2.304
C -4.867 1.662 -6.006
H -1.635 -2.171 -6.737
H -0.613 1.002 1.656
H 4.867 1.924 1.444
H 0.291 -2.557 -5.258
H -0.460 5.659 1.129
H -2.072 -4.473 -1.382
H 3.774 4.215 0.630
H 4.008 -2.638 1.349
H -2.701 4.232 -3.001
H 3.105 5.459 -1.198
H -1.487 -5.919 -2.190
H 0.852 1.302 -3.891
H -0.142 -3.284 3.348
H -0.892 5.638 -1.639
H 1.454 2.400 -2.819
H -3.694 0.388 5.453
H -3.207 2.726 -6.840
H -3.225 -5.540 -2.207
H 2.291 -2.287 3.589
H -3.650 -1.379 -2.803
H 6.069 -3.535 2.395
H -3.408 -2.875 -0.568
H -5.054 0.476 -2.851
H 1.805 -3.106 -3.947
H -6.390 0.612 -4.926
H -0.880 2.789 3.292
H 6.616 0.163 4.463
H 3.546 7.851 -0.740
H -3.416 -1.409 3.822
H -0.034 8.066 1.579
H -4.105 -4.450 -4.098
H 2.334 1.060 -3.207
H -1.854 2.548 -4.774
H 2.107 -3.659 -2.305
H 4.517 1.020 3.481


No. 12
12
Properties=species:S:1:pos:R:3 method="wB97M-V/def2-TZVPD" total_energy_ev=-28420.07229 max_force_ev_per_a=5.84 gap_ev=9.459 lumo_ev=0.264 total_charge=0
S 0.244 -0.741 0.879
P 2.664 -0.645 -0.429
O 2.046 -0.487 -1.742
O 1.165 -1.890 0.508
O -0.262 -0.697 2.200
C -0.954 -0.733 -0.313
C 1.574 0.537 0.637
H -0.421 -0.941 -1.203
H -1.590 -1.416 0.227
H 1.957 0.792 1.637
H -1.437 0.180 -0.488
H 1.152 1.383 0.119


No. 13
15
Properties=species:S:1:pos:R:3 method="wB97M-V/def2-TZVPD" total_energy_ev=-10399.32694 max_force_ev_per_a=1.48 gap_ev="3.270 / 11.195" lumo_ev="3.592 / 3.492" s2=0.75 spin_multiplicity=2 total_charge=-1
O -1.907 0.991 1.070
O 2.077 -3.127 2.283
O 0.978 -0.916 -3.109
O 0.132 -0.719 0.718
O -0.355 2.736 -1.276
H 0.465 0.040 0.239
H -2.210 1.657 1.687
H -2.709 0.606 0.718
H 2.739 -2.579 2.704
H 1.590 -2.525 1.720
H 0.976 -0.118 -3.639
H 0.191 -0.847 -2.568
H -0.275 1.955 -0.728
H -0.760 -0.474 0.965
H -0.934 3.317 -0.783